(1)
C44H55Cl2FN9O2 | ωB97M-V/def2-TZVPD

## Properties
- HOMO level (eV) = -10.94
- orbital gap (Ha) = 0.3141
- largest force on an atom (eV/Å) = 1.1
- net charge = +1
- LUMO level (eV) = -2.40

The geometry in XYZ format:
```
113
Properties=species:S:1:pos:R:3:forces:R:3
Cl 0.139568 2.595760 1.656722 -0.064 -0.029 -0.112
Cl 3.052701 -1.205683 -2.261189 0.290 -0.068 -0.144
F 2.757344 -1.253559 3.032948 -0.112 -0.282 -0.237
O 3.093296 1.501477 6.842845 -0.320 -0.033 -0.372
O 2.898707 1.362938 -2.424795 -0.205 0.535 -0.334
N -4.326531 1.546845 -1.539330 0.093 -0.011 0.022
N 0.795631 -5.314934 2.668345 0.119 0.043 -0.081
N 0.266191 -2.903413 -0.284763 -0.012 -0.191 0.066
N 2.617222 1.306170 4.026071 0.106 -0.056 -0.261
N 5.667113 3.036245 -5.239111 -0.014 -0.006 0.027
N -1.214696 5.464237 -0.781008 0.011 0.067 0.044
N 1.342444 0.377743 2.287904 0.022 0.645 -0.295
N -4.799204 -4.062394 -1.569649 0.005 0.012 0.036
N 2.999609 1.919777 1.794184 -0.536 -0.891 0.240
C -4.149657 -4.856616 -2.418653 0.034 0.038 -0.017
C 3.226764 2.633202 5.973436 0.101 -0.284 0.150
C -0.611071 2.304044 -1.382795 -0.588 -0.037 0.343
C 2.328649 1.567655 0.499024 0.790 0.227 0.203
C 3.415582 3.854432 -5.196434 -0.011 0.009 -0.008
C 0.493891 -4.946834 -1.515913 -0.044 0.054 -0.048
C -5.340326 2.416871 0.448838 0.001 -0.012 0.005
C -0.748970 -5.368994 -1.070739 0.006 -0.041 0.051
C 0.532946 -6.599041 2.435189 -0.150 0.001 0.011
C 2.839607 -7.191891 2.377472 0.024 0.008 0.001
C 2.354964 1.188046 2.759904 -0.092 -0.155 0.246
C 1.560731 -1.094078 2.323158 -0.122 -0.061 0.272
C 3.733074 4.837605 -6.119752 -0.011 0.008 -0.005
C -0.676569 0.801889 -1.104491 0.108 -0.106 -0.388
C -5.989511 -4.475130 -1.139357 0.010 0.018 -0.007
C 0.946299 1.074258 1.035165 0.253 0.127 -0.069
C -6.572784 -5.673356 -1.524677 0.002 0.002 0.002
C -5.967706 1.203656 0.683597 -0.002 -0.013 0.004
C -0.921666 -3.329413 0.142633 0.022 0.026 -0.025
C -4.933582 0.386053 -1.300328 0.020 -0.028 -0.063
C -1.473114 -4.544970 -0.224754 -0.014 -0.053 0.028
C 3.132315 -5.859271 2.620130 -0.021 -0.042 -0.065
C -3.092996 7.513566 -0.959261 -0.012 0.009 -0.001
C 0.947375 -3.705393 -1.103849 0.060 0.131 0.065
C 0.460602 -1.851816 3.016085 -0.127 0.092 -0.096
C -4.533971 2.536730 -0.673206 0.042 0.043 -0.030
C -2.794075 6.933402 0.263407 -0.015 -0.002 -0.015
C 5.031978 4.905954 -6.595989 -0.011 -0.003 0.008
C 4.414102 2.981846 -4.790404 0.052 -0.006 0.002
C -5.883178 -6.489130 -2.406205 -0.001 -0.018 0.000
C 1.510811 -7.569988 2.281879 0.006 0.002 0.005
C 1.899688 3.373592 5.969242 0.063 0.199 0.203
C -4.643156 -6.073110 -2.864670 -0.011 0.005 0.013
C -2.439260 7.053433 -2.090453 -0.011 0.000 0.012
C -5.761467 0.164516 -0.209614 0.000 0.022 0.033
C 5.957105 3.985140 -6.125994 0.024 -0.017 0.003
C 3.047595 0.457748 -1.689756 -0.137 -0.370 0.343
C 3.642452 2.193286 4.572794 -0.157 0.091 0.117
C -1.513424 6.030649 -1.948030 0.020 -0.040 -0.015
C 2.078076 -4.969176 2.749150 0.064 0.000 0.083
C -1.851010 5.917784 0.296860 0.010 -0.036 0.013
C -0.177904 0.006624 -2.339003 -0.117 0.140 0.239
C -0.064369 0.278654 0.233091 -0.277 -0.117 -0.133
C 3.282689 0.591408 -0.208099 -0.127 -0.169 0.020
H 2.279329 2.481391 -0.088573 -0.398 -0.063 -0.041
H 2.036972 0.774157 4.661656 0.089 -0.012 0.115
H -4.069975 -6.675781 -3.555971 0.004 0.012 -0.012
H 6.982545 4.006756 -6.477796 -0.003 0.023 -0.014
H -6.501274 -3.810158 -0.452479 -0.031 -0.023 0.014
H -0.516997 -6.862665 2.376364 -0.006 -0.028 -0.019
H 1.717051 -1.479916 1.312741 0.016 0.144 0.045
H 1.089155 -5.553536 -2.184154 0.017 0.005 0.013
H -1.031901 -0.320003 -2.935030 0.047 0.046 -0.016
H -6.304929 -7.430994 -2.731728 -0.002 -0.002 -0.001
H -1.460713 -2.658853 0.803217 -0.052 -0.022 -0.003
H -5.474219 3.256332 1.117324 0.001 0.015 -0.007
H -3.280258 7.259531 1.172552 0.007 -0.001 0.010
H 0.376575 -0.885730 -2.052340 -0.054 0.017 -0.104
H -6.232826 -0.798367 -0.068878 0.015 -0.015 -0.019
H 4.281165 1.043263 -0.148016 -0.047 -0.038 -0.015
H -0.985345 5.641622 -2.811989 -0.008 0.021 -0.015
H -0.514252 -1.467126 2.707232 0.143 0.069 0.030
H 3.707722 3.067661 3.920216 0.071 -0.094 0.017
H 0.436383 0.638089 -2.979669 0.151 -0.106 -0.022
H 0.554319 -1.746962 4.098321 -0.034 0.022 -0.016
H 4.196083 2.203651 -4.068981 0.024 0.052 -0.099
H -3.183009 -4.496280 -2.754049 -0.001 -0.021 -0.035
H -2.447631 -4.834500 0.142460 -0.019 0.036 -0.018
H 3.990128 1.693564 1.838951 0.114 0.610 -0.150
H -4.747511 -0.403543 -2.020396 -0.026 -0.037 0.031
H 1.772001 3.904496 6.913192 -0.043 -0.101 -0.031
H -1.017493 2.482517 -2.381244 0.204 0.010 -0.005
H 4.153731 -5.514899 2.704774 0.000 0.013 0.008
H -1.149452 -6.326255 -1.379979 0.000 -0.001 0.007
H -1.744246 0.576910 -1.037132 0.094 -0.011 0.202
H 1.232697 -8.598750 2.099611 -0.014 0.003 -0.004
H 5.325840 5.655667 -7.317480 0.013 -0.003 -0.006
H 3.349465 -0.387660 0.262538 -0.131 0.032 0.091
H -4.028805 3.472259 -0.893008 -0.004 0.011 0.026
H 2.414208 3.759514 -4.798044 0.003 -0.013 0.012
H 0.491465 -2.903672 2.734665 -0.004 -0.018 0.137
H 4.609453 1.681808 4.591453 -0.013 0.015 -0.002
H -0.896132 0.147598 0.934592 0.119 0.023 0.031
H 0.379798 2.748506 -1.295862 0.108 -0.075 -0.199
H 2.982036 5.537052 -6.463646 -0.001 0.002 -0.001
H -1.592503 5.438743 1.236293 -0.013 0.022 0.011
H 2.274199 -3.921286 2.947294 0.112 -0.003 0.003
H 1.065117 2.679433 5.862891 0.036 0.009 -0.057
H -1.259816 2.853329 -0.701303 0.120 0.029 -0.026
H 4.022434 3.270117 6.371907 -0.021 0.088 -0.175
H -6.608504 1.071289 1.545698 -0.007 0.002 0.004
H 3.653313 0.775808 6.546770 0.233 0.123 0.205
H 1.890126 -3.295843 -1.444703 0.021 -0.300 -0.015
H -7.543370 -5.956220 -1.141662 -0.007 0.010 0.005
H -3.822551 8.309601 -1.028864 -0.003 0.004 -0.001
H -2.640847 7.475769 -3.064942 0.004 -0.006 -0.011
H 3.631340 -7.921379 2.269089 0.002 -0.004 0.000
H 0.317465 -0.734149 0.051627 0.092 0.200 0.015
H 1.855516 4.113047 5.166685 0.043 -0.052 0.021
```
Forces are in eV/Å.

***

(2)
C44H55GeN3O6Ti | ωB97M-V/def2-TZVPD

## Properties
- HOMO level (eV) = -7.29
- orbital gap (Ha) = 0.2853
- largest force on an atom (eV/Å) = 0.5
- LUMO level (eV) = 0.47

The geometry in XYZ format:
```
110
Properties=species:S:1:pos:R:3:forces:R:3
Ge -0.381849 -1.780772 -2.113457 -0.021 0.019 -0.005
Ti -0.713497 0.642389 0.511760 0.373 0.352 -0.067
O -2.181786 -0.272898 1.717888 -0.006 -0.104 0.115
O -0.619704 2.335769 4.340024 0.049 0.005 0.024
O 1.903587 -1.279103 2.915587 -0.007 -0.060 -0.005
O 1.344525 0.645595 0.669433 -0.002 -0.046 0.016
O -0.513022 -0.815511 3.885302 -0.026 0.014 0.014
O -0.332698 -2.169458 1.220093 -0.041 -0.003 0.027
N -1.268789 2.412594 0.057979 -0.099 0.019 0.203
N 2.711962 1.616635 2.212082 0.011 -0.017 0.020
N 0.378500 1.461311 2.495030 -0.076 -0.118 -0.108
C -0.839257 -4.598969 -1.177925 0.031 0.010 0.010
C 0.027276 -1.960432 -5.032091 0.011 -0.002 -0.008
C 2.475894 3.169905 -3.078650 0.000 0.008 -0.012
C -0.278217 -1.742525 -6.369313 -0.011 0.004 0.003
C -0.939285 -0.245577 -1.116928 -0.083 -0.055 -0.078
C -2.688453 3.585264 -1.569496 -0.048 0.017 -0.024
C -2.702930 4.279430 0.834755 0.048 0.028 0.024
C -0.788498 -1.466077 -4.015535 -0.005 -0.004 -0.013
C 2.381720 -1.056975 -1.673116 -0.011 0.002 -0.004
C 1.653660 -1.698398 4.239143 0.023 -0.004 -0.016
C 3.762682 -1.204984 -1.662103 0.006 -0.019 -0.005
C 0.409237 2.085626 3.717581 -0.041 0.020 -0.058
C -1.920415 -0.738146 -4.382694 -0.012 0.007 0.000
C 1.547481 -2.118240 -2.028806 0.037 0.025 0.030
C -2.559442 3.095703 -0.123825 -0.040 -0.041 -0.168
C 0.708182 -3.035455 1.643502 0.022 0.036 -0.024
C 2.818340 2.209854 3.444533 -0.016 -0.007 0.003
C 0.545582 2.918151 -1.493832 -0.006 -0.018 0.033
C -2.234298 -0.517373 -5.717183 -0.002 -0.001 -0.001
C 3.524621 -3.481278 -2.380514 0.010 0.011 0.004
C 1.473542 1.227817 1.803227 -0.119 0.039 0.050
C -2.500662 0.155444 3.061027 -0.001 0.088 -0.064
C -2.646376 -1.579796 1.337349 -0.039 0.124 -0.046
C -2.787272 -3.342492 -1.735620 -0.018 0.027 0.004
C -0.088219 3.145039 -0.271474 0.113 -0.010 0.014
C 3.856180 1.362968 1.351609 -0.005 0.004 0.007
C 2.359226 4.333624 -0.843207 0.001 0.005 -0.019
C 2.143919 -3.325178 -2.397858 -0.011 -0.023 -0.016
C -1.411962 -1.020978 -6.714991 0.009 -0.007 0.001
C 0.167649 -1.803250 4.606243 0.002 0.007 -0.017
C -1.607176 -2.645744 1.606732 0.031 -0.056 0.018
C 4.337873 -2.420710 -2.006514 -0.004 0.002 0.000
C 0.516733 4.001363 0.650210 -0.022 -0.024 0.022
C -1.635682 -5.679875 -0.815379 -0.017 0.005 -0.003
C 1.774990 3.494906 -1.786625 0.009 -0.007 0.007
C -3.593001 -4.411479 -1.369555 0.010 -0.016 -0.001
C -1.885117 -0.708547 4.143726 -0.018 0.037 0.003
C 1.738044 4.602453 0.373800 0.011 -0.012 0.006
C -1.395799 -3.406657 -1.636378 -0.010 -0.027 0.005
C 2.376943 5.518410 1.384365 -0.015 0.009 0.009
C 1.983455 -2.267844 1.908363 0.011 -0.032 0.017
C -3.676730 2.092368 0.154452 0.011 -0.013 0.026
C -3.016841 -5.586625 -0.902976 0.002 0.009 -0.003
C 1.740766 2.443001 4.209257 0.014 0.006 0.009
H 4.750328 1.729305 1.851172 0.002 0.002 -0.003
H 3.955931 0.295113 1.160635 -0.003 -0.004 0.005
H -1.883339 -3.544624 1.043279 -0.019 -0.004 -0.004
H 1.531981 -4.157734 -2.726400 -0.008 -0.005 0.007
H -2.604534 2.748175 -2.266839 -0.001 -0.007 0.006
H 1.766021 3.090015 -3.902221 -0.001 -0.002 0.002
H 3.320978 4.788767 -1.060093 -0.001 0.001 0.002
H 0.396958 -3.579337 2.541944 -0.010 0.005 -0.011
H 2.278552 -1.737902 1.002297 -0.005 0.007 0.005
H -4.669985 -4.332293 -1.454880 0.001 0.003 0.001
H 0.914090 -3.782533 0.868850 0.002 -0.003 -0.007
H -1.584809 -2.909216 2.667992 0.011 -0.002 0.011
H 0.925076 -2.515265 -4.782280 0.000 0.000 0.007
H -2.070886 -0.207293 5.102861 -0.026 -0.011 0.004
H 2.108799 -0.934246 4.870884 -0.001 0.019 -0.020
H -3.640129 -6.425170 -0.619293 -0.001 -0.001 -0.001
H -3.567879 -1.801111 1.882710 -0.005 -0.038 -0.014
H 1.867342 6.483947 1.411450 0.006 0.004 -0.001
H 0.067091 -1.649471 5.689911 0.007 -0.019 0.004
H 3.728866 1.883681 0.402171 -0.001 -0.001 -0.005
H -3.658905 4.063211 -1.719130 -0.002 0.001 -0.010
H 1.943250 -0.109002 -1.385394 0.005 -0.008 -0.011
H -3.255274 -2.434147 -2.104306 0.000 0.000 0.004
H 1.828701 2.916580 5.175144 0.014 0.001 -0.003
H 2.321466 5.094917 2.388981 -0.005 -0.005 -0.011
H 0.235409 -4.696820 -1.090971 0.013 0.007 0.011
H -2.538941 3.956927 1.865666 -0.025 -0.005 -0.013
H -4.644486 2.528890 -0.097276 0.004 0.006 -0.008
H -1.650618 -0.847328 -7.756744 -0.001 -0.001 0.000
H -1.175149 -6.594935 -0.462877 0.001 -0.001 0.000
H -3.538442 1.185687 -0.440226 -0.010 0.009 -0.007
H -0.249664 -2.795066 4.382148 0.012 0.003 -0.001
H -2.118312 1.171052 3.147398 0.033 -0.034 0.022
H 3.823232 2.476939 3.743474 0.000 0.000 0.006
H 3.424247 5.703094 1.144197 0.004 -0.004 0.004
H 2.150038 -2.654394 4.452935 0.001 0.002 0.009
H 4.392478 -0.366756 -1.386501 0.001 0.002 0.000
H 3.964697 -4.427816 -2.669636 0.002 0.000 0.002
H -3.590100 0.159961 3.160090 -0.002 -0.009 0.024
H -3.117898 0.052044 -5.978738 -0.001 0.000 0.003
H 2.995594 2.210802 -3.007618 -0.007 -0.005 0.006
H -1.912244 4.311879 -1.814651 0.003 -0.015 0.024
H -1.982085 5.064852 0.602258 -0.005 -0.011 -0.001
H 2.764057 -3.003199 2.153686 0.004 0.012 0.004
H -2.851837 -1.505674 0.273656 0.006 -0.030 -0.004
H -3.700075 1.821162 1.210534 0.022 -0.017 0.027
H -1.396162 0.472732 -1.808828 -0.027 -0.041 -0.027
H -3.703274 4.710065 0.752908 -0.010 -0.002 0.004
H 3.213347 3.931145 -3.333691 0.001 0.001 0.003
H -2.567668 -0.324304 -3.615617 0.001 -0.003 0.002
H -2.359371 -1.699479 4.184432 0.018 -0.008 0.010
H 0.041074 4.157209 1.611882 -0.011 -0.006 -0.010
H 0.079815 2.243392 -2.201965 0.004 0.001 -0.005
H 0.372712 -2.132337 -7.142340 0.000 0.000 -0.001
H 5.414350 -2.538393 -1.996073 0.001 0.000 0.000
```
Forces are in eV/Å.

***

- Which of these has the highest orbital gap?
  C44H55Cl2FN9O2

***

- The lowest LUMO level belongs to which entry?
  C44H55Cl2FN9O2